DFT (ωB97M-V/def2-TZVPD) results for a structure of composition C31H30N4O10PV.

```
77
Properties=species:S:1:pos:R:3:forces:R:3
V 1.136356 0.030799 1.070730 0.231 -0.032 0.041
O -0.931931 -0.641029 2.387603 0.099 -1.132 0.040
C -0.632510 -1.802793 3.175874 -0.126 0.192 -0.353
C 0.592674 -1.478185 3.960344 0.441 -0.039 -0.009
N 1.729530 -1.215632 3.050882 0.438 0.050 -0.133
C 2.340338 -2.448885 2.496079 -0.025 0.455 0.650
C 1.882471 -2.725881 1.093806 -0.812 1.620 -0.378
O 2.155657 -3.678552 0.456586 0.054 -0.503 -0.328
O 1.093064 -1.688267 0.601403 0.324 -1.976 -0.143
C 2.663324 -0.283807 3.718751 -0.187 -0.565 -0.334
C 2.125848 1.107470 3.539419 -0.671 -0.289 -1.740
O 2.267771 2.041852 4.239947 0.010 0.548 0.534
O 1.391559 1.202654 2.339134 0.551 1.018 2.312
H -1.186728 0.097430 2.958162 0.072 -0.382 0.197
H -0.476571 -2.619768 2.474005 0.008 -0.038 -0.032
H -1.452700 -2.086018 3.830749 -0.204 0.127 0.053
H 0.846393 -2.250630 4.689874 0.067 -0.087 -0.004
H 0.399353 -0.558548 4.513618 -0.009 0.034 0.138
H 2.128311 -3.324576 3.104705 -0.009 -0.083 0.156
H 3.417815 -2.326375 2.444886 0.118 -0.026 0.000
H 3.632356 -0.338341 3.232808 0.141 0.076 -0.069
H 2.782590 -0.472492 4.780981 0.022 -0.138 0.169
C -0.341358 3.240980 -0.906001 0.147 0.027 0.106
C 1.050658 2.711466 -0.938365 -0.034 0.001 -0.032
N 1.568908 1.691382 -0.272608 0.291 -0.500 0.075
C 2.917350 1.636678 -0.613002 -0.597 -0.251 0.390
C 3.204417 2.617188 -1.494651 -0.147 0.254 -0.229
N 2.020069 3.269866 -1.680928 -0.176 0.346 -0.200
C 4.381495 3.085927 -2.273742 0.170 0.161 -0.152
O 5.540908 2.497268 -2.050733 -0.304 -0.208 0.209
O 4.215095 3.977747 -3.065892 0.076 -0.074 0.068
C 3.753014 0.610216 0.011287 -0.603 -0.665 0.803
O 4.943303 0.512027 -0.177953 0.230 0.099 -0.183
O 3.059035 -0.185252 0.824125 0.232 0.712 -0.663
H -1.003974 2.544126 -0.402377 0.022 -0.017 0.020
H -0.707437 3.414772 -1.917964 0.059 0.000 0.063
H -0.371247 4.186815 -0.360844 0.041 -0.034 0.023
H 1.936353 4.065250 -2.299727 0.018 0.007 -0.043
H 5.438138 1.778541 -1.376743 0.196 0.030 -0.065
O -1.286946 2.025187 3.422376 -0.331 -0.250 -0.345
N -1.461690 1.682441 2.062745 0.615 1.094 -0.297
C -2.684087 1.641001 1.785789 -0.797 -0.083 -0.410
C -3.269514 1.207494 0.492109 0.154 -0.092 -0.038
C -4.589792 1.648873 0.332632 0.131 -0.023 0.132
C -5.357836 1.296076 -0.758150 -0.210 0.150 0.086
C -4.829801 0.444197 -1.705207 -0.020 -0.157 -0.232
C -3.533192 -0.017576 -1.568621 0.372 0.010 0.229
C -2.701918 0.367062 -0.501651 -0.082 0.081 0.084
P -0.977677 -0.347432 -0.567048 -0.028 0.370 -0.510
C -0.312909 0.196980 -2.205178 -0.223 -0.282 -0.100
C 0.956231 -0.268425 -2.575405 0.031 -0.081 0.060
C 1.541329 0.115859 -3.771770 -0.024 0.049 -0.018
C 0.866925 0.977265 -4.633509 0.066 -0.015 0.023
C -0.393569 1.435767 -4.288075 -0.034 -0.026 0.091
C -0.978192 1.045803 -3.084212 -0.022 0.089 -0.062
C -1.329839 -2.129805 -0.780238 -0.357 0.156 0.180
C -0.933094 -2.887867 -1.873291 0.093 -0.134 -0.105
C -1.282802 -4.235200 -1.952810 0.037 0.071 0.027
C -2.034348 -4.828800 -0.950149 0.013 0.022 -0.003
C -2.447640 -4.069040 0.139627 0.024 0.000 0.003
C -2.097766 -2.730721 0.221966 -0.047 -0.062 -0.013
H -0.339535 2.160262 3.495800 0.511 0.249 -0.037
H -3.390639 1.920187 2.563811 -0.160 0.028 -0.012
H -5.021900 2.275721 1.105093 0.035 -0.026 -0.043
H -6.372839 1.665416 -0.851591 0.087 -0.030 0.020
H -5.427277 0.123893 -2.551244 0.060 0.013 0.058
H -3.150301 -0.699249 -2.317560 0.068 -0.025 0.016
H 1.497070 -0.956968 -1.933686 -0.017 0.017 0.069
H 2.524196 -0.260798 -4.034473 -0.085 0.023 0.026
H 1.323272 1.284056 -5.568336 -0.036 -0.044 0.080
H -0.935085 2.095237 -4.957113 0.029 -0.033 0.058
H -1.955998 1.434408 -2.834637 -0.023 -0.032 -0.011
H -0.353007 -2.451512 -2.677497 -0.048 0.007 0.069
H -0.963002 -4.818931 -2.808448 -0.020 0.059 0.058
H -2.306691 -5.876872 -1.018455 0.036 0.115 -0.002
H -3.052525 -4.517506 0.920983 0.057 0.038 -0.074
H -2.447307 -2.141908 1.061194 -0.006 0.035 -0.014
```
Forces are in eV/Å.

Output
LUMO level (alpha / beta) = -0.16126 / -0.13895 Eh
Orbital gap (alpha / beta) = 7.3 / 8.0 eV
Spin multiplicity = 2
Net charge = +1
E = -94042.7738 eV
Highest occupied orbital energy (alpha / beta) = -11.70 / -11.79 eV



DFT (ωB97M-V/def2-TZVPD) results for a structure of composition C31H31AsMoN7.

```
71
Properties=species:S:1:pos:R:3:forces:R:3
Mo -0.575270 -0.182562 -1.273913 0.122 -0.154 0.131
N 1.627648 0.323934 -1.277294 0.006 0.002 0.008
C 2.164399 1.589561 -1.888976 -0.008 -0.010 -0.005
C 1.615095 2.822163 -1.172227 0.013 -0.011 0.010
C 0.511535 3.570413 -1.922207 -0.005 0.020 0.009
C -0.610053 2.703073 -2.459279 -0.021 -0.014 -0.003
N -1.221206 1.835779 -1.385248 -0.051 0.106 0.017
H 2.002915 0.286992 -0.325259 0.004 -0.019 -0.001
H 2.075530 -0.460660 -1.755408 0.028 0.018 -0.004
H 1.914119 1.582541 -2.950448 -0.001 0.007 0.001
H 3.250733 1.550446 -1.819077 0.000 0.005 0.006
H 2.428192 3.523518 -0.988102 0.003 0.003 -0.016
H 1.270406 2.528388 -0.173473 -0.008 -0.004 -0.003
H 0.934945 4.098698 -2.779037 0.015 0.000 0.009
H 0.095087 4.342997 -1.271034 -0.008 -0.003 -0.004
H -0.253464 2.041376 -3.249398 -0.005 -0.001 -0.005
H -1.399708 3.321284 -2.884072 0.006 0.007 -0.002
H -2.232868 1.807880 -1.520086 0.006 0.001 -0.001
H -1.090237 2.291657 -0.473952 -0.004 0.016 -0.016
N -0.007293 -1.573049 -5.285275 -0.015 0.016 -0.016
C -0.236203 -0.496899 -4.541167 0.013 -0.040 0.030
N -0.102498 -0.767024 -3.242084 -0.006 -0.026 -0.070
C 0.231735 -2.129765 -3.167913 -0.019 0.046 0.011
C 0.447704 -2.919556 -2.041661 0.027 -0.036 -0.020
C 0.721540 -4.255904 -2.263285 -0.005 0.015 0.000
C 0.789081 -4.773896 -3.568170 -0.001 0.009 -0.017
C 0.576241 -3.990278 -4.686472 0.006 -0.031 0.006
C 0.287699 -2.650715 -4.452003 0.010 -0.006 -0.021
H -0.056751 -1.591244 -6.296064 0.003 -0.013 0.000
H -0.503859 0.460163 -4.960670 0.002 0.004 0.001
H 0.415168 -2.535824 -1.015909 0.016 -0.005 0.039
H 0.893743 -4.918779 -1.426796 0.000 0.001 0.001
H 1.014949 -5.823211 -3.698557 0.000 0.000 0.003
H 0.628693 -4.407319 -5.682982 -0.002 0.010 -0.003
C -2.719896 -3.117352 3.760617 0.035 -0.004 -0.010
C -1.479366 -3.476428 3.246155 -0.030 0.011 0.012
C -0.722682 -2.547925 2.546256 -0.024 -0.028 -0.029
C -1.220106 -1.259730 2.372324 0.048 -0.025 0.006
C -2.457691 -0.888387 2.888546 -0.029 0.015 0.053
C -3.204577 -1.826950 3.589185 0.005 0.016 -0.003
As -0.192178 0.002272 1.367608 -0.008 -0.060 -0.026
C -0.462093 1.797900 1.962630 -0.021 -0.036 -0.044
C -1.618847 2.565544 1.927496 -0.049 0.034 -0.008
C -1.578084 3.861653 2.427715 0.031 0.002 0.014
C -0.390155 4.364352 2.948065 0.000 -0.041 -0.014
C 0.763229 3.588709 2.977221 -0.008 0.064 0.018
C 0.741894 2.291706 2.481346 0.096 -0.010 0.008
C 1.893849 1.354409 2.453267 -0.062 0.053 0.002
C 3.173417 1.625527 2.919035 0.039 0.019 0.025
C 4.159187 0.648839 2.846977 -0.018 -0.031 -0.014
C 3.888480 -0.605638 2.310222 -0.007 0.036 0.016
C 2.615492 -0.895357 1.836027 0.034 -0.011 0.008
C 1.634165 0.084603 1.917408 -0.032 -0.015 -0.009
H -3.305271 -3.841766 4.310640 0.000 -0.001 -0.003
H -1.095542 -4.475425 3.402617 -0.002 -0.001 0.003
H 0.254948 -2.829783 2.172083 0.004 0.004 -0.005
H -2.828923 0.125399 2.793089 0.017 -0.003 -0.005
H -4.158788 -1.545724 4.014834 -0.001 -0.001 -0.001
H -2.556614 2.165663 1.554529 0.014 -0.007 -0.006
H -2.472197 4.470185 2.430192 0.000 0.001 0.000
H -0.365534 5.369557 3.346823 0.004 0.002 -0.001
H 1.669866 4.002386 3.398848 -0.002 -0.005 0.002
H 3.411502 2.588142 3.352122 -0.008 -0.002 -0.002
H 5.150413 0.865620 3.221830 0.001 0.003 0.001
H 4.664229 -1.358133 2.273864 0.001 -0.001 -0.001
H 2.405857 -1.879718 1.433256 -0.016 0.003 0.000
N -2.272599 -0.844950 -0.803685 -0.377 0.195 -0.080
C -3.348942 -1.168394 -0.293233 0.451 -0.065 -0.038
N -4.406602 -1.407289 0.174615 -0.262 -0.041 0.109
C -5.225878 -2.182755 0.858968 0.071 0.036 -0.082
N -5.951709 -2.824943 1.478007 -0.015 -0.018 0.026
```
Forces are in eV/Å.

Output
LUMO level (alpha / beta) = -0.41454 / -0.38233 Eh
Orbital gap (alpha / beta) = 5.3 / 6.1 eV
Spin multiplicity = 3
Net charge = +3
E = -105749.3176 eV
Highest occupied orbital energy (alpha / beta) = -16.55 / -16.55 eV



DFT (ωB97M-V/def2-TZVPD) results for a structure of composition C31H31AsN5O4Ru.

```
73
Properties=species:S:1:pos:R:3:forces:R:3
Ru 0.054921 0.365307 0.260104 0.669 0.073 -0.507
C -0.882057 -4.065200 0.612326 -0.039 -0.043 0.062
C -0.605071 -2.619601 0.879201 -0.001 -0.016 0.191
N 0.272447 -1.923725 0.252109 -0.425 -0.200 -0.002
N 1.038845 -2.504137 -0.704162 0.238 0.579 0.009
C 1.936686 -1.601355 -1.106586 0.206 -0.093 -0.016
O 2.088988 -0.433211 -0.622328 -0.282 -0.250 -0.297
C 2.806213 -2.024528 -2.244664 0.050 0.099 0.115
C 3.547121 -1.062219 -2.924792 0.061 -0.004 -0.018
C 4.317713 -1.421357 -4.023656 -0.057 -0.028 0.057
C 4.353777 -2.746375 -4.441913 -0.014 0.046 0.022
C 3.619830 -3.709761 -3.758923 -0.058 0.033 0.064
C 2.844583 -3.350174 -2.664577 0.044 -0.155 -0.089
C -1.314154 -1.888511 1.953823 0.182 -0.080 -0.173
C -2.405164 -2.429136 2.610453 -0.194 -0.225 0.144
C -3.023461 -1.692969 3.609627 -0.116 -0.163 0.004
C -2.528131 -0.446400 3.939511 0.063 0.136 0.071
C -1.432682 0.026328 3.233680 0.143 -0.173 -0.059
N -0.837457 -0.671923 2.266988 -0.401 0.228 0.061
H -0.207488 -4.417022 -0.161401 0.006 -0.025 -0.010
H -1.911742 -4.200145 0.263178 0.078 0.025 0.044
H -0.749402 -4.671572 1.514904 -0.025 0.083 -0.086
H 3.494214 -0.032756 -2.588616 0.022 -0.069 -0.029
H 4.885045 -0.667488 -4.557307 -0.035 -0.036 0.030
H 4.950559 -3.028223 -5.302855 -0.035 0.021 0.065
H 3.647050 -4.743484 -4.085049 -0.001 0.054 0.025
H 2.256223 -4.088384 -2.131045 0.064 0.075 -0.067
H -2.765485 -3.415611 2.337610 0.018 0.160 0.046
H -3.888751 -2.093097 4.124370 0.036 0.000 -0.017
H -2.979227 0.161194 4.715345 0.054 -0.056 -0.078
H -1.016795 1.003470 3.446999 -0.016 0.045 -0.057
O 0.492267 -1.501719 -4.259370 -0.111 -0.314 -0.212
C -0.570645 -2.295654 -4.051464 0.198 0.120 0.026
C -0.710742 -3.401602 -4.886787 -0.055 -0.175 -0.150
C -1.781809 -4.257159 -4.731136 -0.022 0.016 0.041
C -2.746163 -4.032637 -3.742432 0.092 0.057 -0.033
C -2.609032 -2.939358 -2.914263 -0.068 0.021 0.002
C -1.525320 -2.061895 -3.049738 -0.057 0.016 0.240
C -1.348367 -0.957708 -2.099024 0.156 -0.037 -0.194
O -0.307746 -0.249442 -2.086589 -0.310 -0.224 0.301
N -2.389873 -0.661008 -1.269832 -0.222 0.073 -0.445
N -2.110055 0.157507 -0.290083 0.041 -0.014 0.130
C -1.838606 1.440337 -0.410332 -0.672 -0.375 0.245
C -1.824149 2.327530 0.738194 -0.007 -0.157 0.175
C -2.847872 2.394472 1.696307 0.020 -0.104 -0.183
C -2.813006 3.370462 2.659138 0.247 0.264 0.064
C -1.744937 4.300908 2.643376 -0.052 -0.044 -0.041
C -0.726172 4.236355 1.717850 -0.065 0.116 0.026
C -0.698442 3.196106 0.742867 0.194 0.168 0.075
O 0.282483 2.948117 -0.052472 -0.174 0.180 0.153
H 0.561101 -0.887457 -3.512236 -0.037 0.305 0.173
H 0.047066 -3.569130 -5.644950 -0.081 0.024 0.082
H -1.870232 -5.117705 -5.384099 -0.010 0.033 0.018
H -3.586062 -4.705238 -3.629887 0.025 0.014 -0.007
H -3.343120 -2.729755 -2.142369 0.089 -0.035 -0.073
H -1.721839 1.862029 -1.392797 0.035 0.105 -0.462
H -3.672266 1.688452 1.648062 0.078 0.033 -0.036
H -3.605936 3.451715 3.392087 0.059 0.032 -0.016
H -1.731519 5.095990 3.385776 0.005 -0.100 -0.090
H 0.086785 4.958973 1.720753 -0.162 -0.078 0.021
C 1.777507 2.629492 3.064153 -0.023 0.084 0.016
As 1.939248 1.296955 1.666381 0.437 -0.059 0.600
C 3.404446 2.043184 0.662105 -0.119 0.027 -0.136
C 2.820659 -0.124865 2.650305 0.063 -0.028 -0.012
H 2.686233 2.607717 3.662943 0.047 0.055 0.044
H 0.915169 2.442342 3.700887 0.001 -0.003 -0.001
H 1.658085 3.602700 2.592179 0.039 -0.047 0.081
H 4.141317 2.429924 1.357058 0.171 0.066 0.095
H 3.017489 2.843989 0.037687 -0.033 0.034 -0.025
H 3.831196 1.264959 0.039278 0.031 -0.066 -0.049
H 3.768618 0.227714 3.055610 0.019 -0.028 0.036
H 2.994584 -0.959672 1.973128 0.007 0.013 -0.003
H 2.174308 -0.454965 3.462282 -0.013 -0.009 0.019
```
Forces are in eV/Å.

Output
LUMO level (alpha / beta) = -0.01154 / -0.07412 Eh
Orbital gap (alpha / beta) = 7.2 / 5.5 eV
Spin multiplicity = 6
Net charge = 0
E = -111707.6983 eV
Highest occupied orbital energy (alpha / beta) = -7.50 / -7.55 eV



> Which of these has the highest E?

C31H30N4O10PV